Entry 1:
Density functional theory data (wB97M-V/def2-TZVPD) for C9H6Cl2GaLuN2O4 as an isolated structure.

energy above the lowest of the compared OMol25 structures with the same formula, charge and spin: 0.000 eV
lowest unoccupied orbital energy: -18.2 eV
charge: +4

Geometry (Å):
O: 0.766 2.654 -6.084
O: 1.355 -2.253 -7.606
H: -3.055 -0.912 5.008
H: -0.049 -2.160 3.481
C: 1.331 -0.576 0.805
Ga: 0.808 -0.274 -5.278
O: 2.850 3.363 -0.384
C: 1.325 -1.293 -6.943
Cl: -0.114 -1.827 -4.080
C: -2.196 -0.362 3.253
C: 1.861 2.803 -0.586
H: -1.391 -1.349 4.916
N: -2.237 -1.071 4.433
C: -0.752 0.420 1.387
Cl: -1.153 3.711 0.508
C: 1.190 -1.485 1.843
C: 0.744 1.538 -5.733
N: 0.362 0.365 0.575
H: 1.966 -2.233 1.993
H: 2.181 -0.547 0.119
O: -3.166 0.269 2.841
H: -1.495 1.220 1.156
C: 0.065 -1.439 2.672
Lu: -0.277 1.907 -0.747
C: -0.917 -0.469 2.452

Löwdin population analysis, charges in e, atoms 1 to 6: O 0.388; O 0.350; H 0.145; H 0.151; C -0.071; Ga 0.554



Entry 2:
Density functional theory data (wB97M-V/def2-TZVPD) for one molecule with the formula C9H6Cl4O.

lowest unoccupied orbital energy: 0.5 eV
charge: 0

Geometry (Å):
H: 0.007 1.080 2.125
H: 2.467 1.314 1.220
C: -3.059 0.866 -0.914
Cl: -1.089 -2.715 -0.759
H: 3.127 -0.280 -0.492
H: -2.080 -1.559 1.362
Cl: -2.512 0.473 2.378
Cl: -4.408 -1.219 -0.202
H: 1.816 -2.242 -0.948
H: -4.155 1.968 -1.911
C: -2.029 -0.490 0.967
C: 2.140 -0.389 -0.031
C: 1.669 0.554 0.827
O: -4.082 1.047 -1.740
C: -2.995 -0.168 -0.103
C: 0.345 0.502 1.289
C: 1.368 -1.436 -0.472
C: -0.489 -0.355 0.601
Cl: -1.724 1.962 -1.083
C: 0.004 -1.418 -0.213

Löwdin population analysis, charges in e, atoms 1 to 6: H 0.079; H 0.144; C -0.811; Cl 0.694; H 0.116; H 0.097



Entry 3:
Density functional theory data (wB97M-V/def2-TZVPD) for C9H6MnN2O4 as an isolated structure.

energy above the lowest of the compared OMol25 structures with the same formula, charge and spin: 0.000 eV
spin multiplicity: 6
lowest unoccupied orbital energy (alpha / beta): -10.2 / -11.5 eV
charge: +2

Geometry (Å):
H: -1.053 -3.036 1.553
Mn: -0.140 -0.752 -2.508
C: -0.748 -1.753 -0.143
C: -0.705 -2.057 1.213
O: 2.439 -0.976 -4.051
C: -1.712 -0.972 -3.432
C: 0.778 1.228 2.565
C: 1.447 -0.934 -3.426
N: -0.211 -0.574 -0.599
O: 1.158 2.307 2.123
H: -0.133 -1.332 3.161
C: -0.190 -1.106 2.099
H: 0.462 0.112 4.316
H: -1.162 -2.402 -0.916
C: 0.247 0.152 1.652
H: 0.533 1.353 -0.167
C: 0.217 0.404 0.271
C: -0.209 4.147 -3.556
O: -0.254 4.583 -4.613
H: 1.159 1.673 4.509
O: -2.764 -1.007 -3.950
N: 0.841 0.942 3.897

Löwdin population analysis, charges in e, atoms 1 to 6: H 0.144; Mn 0.954; C -0.089; C 0.023; O 0.262; C 0.016



Entry 4:
Density functional theory data (wB97M-V/def2-TZVPD) for one molecule with the formula C9H6N2O2.

energy above the lowest of the compared OMol25 structures with the same formula, charge and spin: 8.403 eV
lowest unoccupied orbital energy: -1.9 eV
charge: 0

Geometry (Å):
H: 0.430 2.511 -3.425
C: 0.663 -0.090 -0.046
O: 0.085 -1.572 3.764
N: 0.565 -0.691 1.171
C: 1.681 1.034 -0.395
O: -2.389 -1.519 3.315
C: -0.278 -0.242 -1.006
C: -1.548 -1.366 0.387
H: 1.104 -1.549 3.116
C: -0.526 -1.431 1.230
H: -1.287 0.476 -2.763
N: -1.513 -0.743 -0.832
C: 1.459 2.029 -1.520
H: 2.041 3.023 -1.759
H: -2.557 -1.612 0.759
C: -0.943 -1.653 2.770
C: 0.561 1.650 -2.572
H: 2.657 1.420 0.098
C: -0.207 0.323 -2.291

Löwdin population analysis, charges in e, atoms 1 to 6: H 0.144; C -0.191; O -0.042; N 0.170; C 0.060; O -0.162



Entry 5:
Density functional theory data (wB97M-V/def2-TZVPD) for a 2-piece molecular cluster, C9H6N4O2 overall.

energy above the lowest of the compared OMol25 structures with the same formula, charge and spin: 1.795 eV
lowest unoccupied orbital energy (alpha / beta): -1.6 / -2.0 eV
charge: 0

Geometry (Å):
C: -1.124 -3.220 0.179
N: 0.041 -1.204 0.074
C: 0.250 2.160 -1.469
N: -2.378 0.004 1.250
N: -0.958 -4.236 0.748
C: -0.406 0.909 -1.166
H: -1.378 0.488 -1.649
C: 0.959 -1.471 1.050
C: 0.334 0.074 -0.378
H: -0.121 2.768 -2.211
C: 1.504 0.393 0.260
H: 1.836 3.410 -0.915
H: 2.890 1.858 0.730
H: 0.872 -2.353 1.510
C: 1.467 2.471 -0.813
O: -3.544 0.102 1.150
C: -0.959 -1.981 -0.400
H: -1.644 -1.756 -1.333
O: -1.518 0.459 2.005
N: 1.880 -0.546 1.193
C: 1.997 1.670 0.183

Löwdin population analysis, charges in e, atoms 1 to 6: C -0.232; N -0.028; C -0.035; N -0.183; N 0.169; C -0.004



Entry 6:
Density functional theory data (wB97M-V/def2-TZVPD) for an isolated ion of composition C9H6O4S and charge -2.

energy above the lowest of the compared OMol25 structures with the same formula, charge and spin: 0.000 eV
lowest unoccupied orbital energy (alpha / beta): 6.0 / 5.9 eV
charge: -2

Geometry (Å):
O: 3.534 0.425 -1.334
H: -0.259 2.296 0.121
O: -2.912 1.919 -0.314
C: -1.285 0.240 0.037
S: 3.139 0.397 0.094
H: 1.281 0.702 -1.766
C: 1.479 -0.442 0.109
C: 0.554 0.119 1.226
H: -0.779 -2.745 -0.128
H: -1.447 -1.037 1.863
C: 0.668 0.346 -0.909
O: -3.588 -0.198 0.072
C: -0.589 -0.576 -1.097
C: -0.047 1.121 0.193
H: 0.914 0.231 2.205
O: 4.193 -0.307 0.846
C: -2.733 0.739 -0.064
C: -0.344 -1.797 -0.082
C: -0.674 -0.777 1.061
H: -1.103 -0.655 -2.132

Löwdin population analysis, charges in e, atoms 1 to 6: O -0.561; H 0.169; O -0.049; C -0.271; S 0.638; H 0.120



Entry 7:
Density functional theory data (wB97M-V/def2-TZVPD) for a 2-piece molecular cluster, C9H6O4S overall.

energy above the lowest of the compared OMol25 structures with the same formula, charge and spin: 5.721 eV
lowest unoccupied orbital energy (alpha / beta): -1.6 / -1.6 eV
charge: 0

Geometry (Å):
H: -0.508 1.461 3.740
H: 0.863 2.436 0.764
H: 3.144 1.092 0.717
H: 3.124 -1.141 -0.200
H: 1.010 -1.816 -1.365
C: -2.353 -1.860 -0.503
C: 1.087 -0.939 -0.916
O: -3.410 -2.360 -0.427
C: -1.090 -0.859 1.603
O: -2.505 0.183 -1.962
C: -0.051 1.135 -0.367
O: -1.162 -1.621 -2.905
C: 2.255 -0.477 -0.257
C: -0.916 0.252 2.066
C: 1.122 1.586 0.168
O: -0.361 1.236 2.733
C: -0.025 -0.127 -0.961
S: -1.480 -0.788 -1.824
H: -0.965 1.811 -0.363
C: 2.220 0.798 0.258

Löwdin population analysis, charges in e, atoms 1 to 6: H 0.185; H 0.110; H 0.111; H 0.119; H 0.066; C -0.085



Entry 8:
Density functional theory data (wB97M-V/def2-TZVPD) for a 28-piece molecular cluster, C9H72NO28 overall.

energy above the lowest of the compared OMol25 structures with the same formula, charge and spin: 1.286 eV
spin multiplicity: 2
lowest unoccupied orbital energy (alpha / beta): -0.5 / -2.6 eV
charge: 0

Geometry (Å):
H: 5.054 -2.420 3.501
H: -2.290 3.145 -3.896
H: -4.098 2.007 -0.558
C: -0.782 -0.123 -0.824
C: -1.743 0.580 1.521
O: -3.524 -3.700 -1.085
H: 3.458 -0.783 -0.098
O: -3.608 2.479 5.162
C: -0.463 1.304 -1.436
H: 6.617 -1.134 2.433
O: 1.452 3.255 -3.834
H: -1.551 1.652 1.474
H: -0.268 0.705 2.914
O: -1.901 -4.137 2.766
H: -0.695 -4.552 -3.148
H: 0.587 -2.053 6.205
H: -1.260 -5.840 -2.587
H: 2.380 1.109 0.699
H: -2.655 -0.937 5.573
H: 3.220 1.365 4.316
H: -2.860 -3.874 -1.752
O: 3.480 -3.195 -1.916
H: -4.472 -2.108 -1.397
H: -2.303 -1.143 0.570
C: 0.747 -0.194 1.248
H: 1.102 -2.183 2.153
H: 3.368 2.104 -1.769
O: 5.615 0.833 1.318
H: -3.037 0.125 -0.258
H: -4.336 3.469 -0.244
H: 3.941 -1.477 3.906
C: -0.522 -0.057 2.178
H: -1.810 -2.575 -4.335
H: 2.964 -2.389 -1.919
H: -4.412 0.041 -4.382
O: -2.238 -0.106 5.344
H: 5.070 2.728 1.156
C: 1.674 -1.272 1.973
H: 2.847 -3.887 -2.102
H: -2.554 -3.438 2.789
H: 4.553 -1.773 -0.434
O: 5.022 3.469 0.553
O: 3.575 1.171 -1.835
H: 0.735 -1.654 4.752
H: -4.721 1.892 -2.271
H: -2.540 0.494 2.260
H: -0.069 -2.665 -0.017
H: -0.462 0.836 -5.020
H: -1.296 -3.877 2.071
H: 2.661 -1.419 1.535
H: -1.374 -2.083 -1.758
H: -5.815 -1.411 -1.442
H: -3.928 2.831 2.777
H: -0.439 2.084 -0.674
H: 2.261 -0.271 -4.416
O: 4.378 -0.982 0.076
H: -0.777 -0.984 2.693
O: -1.506 -4.947 -2.828
H: 5.580 -1.826 1.575
H: -0.986 1.816 -6.048
H: 2.938 4.590 -1.319
O: -4.045 3.170 1.890
O: -3.692 -0.064 -5.004
O: -4.045 2.882 -0.942
H: -3.102 0.665 -4.815
H: -1.275 2.886 4.684
H: 5.141 0.200 0.779
C: -2.068 -0.166 0.149
O: 2.892 3.662 -1.551
O: -5.026 1.148 -2.791
O: 4.038 1.216 3.842
O: 1.587 -0.972 -1.057
H: -0.430 -3.795 -0.958
N: 0.455 -0.644 -0.168
H: 2.810 0.729 -1.468
H: -0.983 -2.461 -5.599
H: 1.818 2.426 -4.143
C: 1.450 1.275 1.243
O: -1.044 1.590 -5.120
H: 0.894 1.977 0.622
H: -3.069 3.785 -2.767
H: 1.707 -1.075 -3.259
H: -2.287 -0.632 -2.253
H: 1.912 -0.884 2.964
H: 2.177 3.608 -2.185
H: 0.580 3.293 -4.227
C: -1.307 -1.016 -1.971
O: 6.377 -1.990 2.079
H: -1.237 1.615 -2.138
O: 4.484 -2.193 4.236
H: -3.386 1.628 4.783
O: -0.393 -3.566 -0.029
H: 4.539 2.022 3.970
H: -3.483 3.944 1.853
H: -2.965 2.605 5.860
H: 4.104 3.500 0.284
O: -2.845 3.897 -3.691
O: -1.230 -3.076 -4.908
O: 2.171 -1.167 -4.091
H: -0.528 2.350 3.481
O: -0.639 3.137 4.015
H: 1.559 1.776 2.205
O: 0.177 -1.526 5.519
H: 5.022 1.021 2.045
H: -5.115 0.434 -2.160
O: -4.922 -1.313 -1.113
H: -3.406 -4.397 -0.441
H: -0.514 -1.087 -2.716
H: -1.338 -0.343 5.120
H: 0.501 1.308 -1.944

Löwdin population analysis, charges in e, atoms 1 to 6: H -0.009; H -0.018; H 0.032; C -0.392; C -0.165; O -0.040



Entry 9:
Density functional theory data (wB97M-V/def2-TZVPD) for a 2-piece molecular cluster, C9H7ClF3IO overall.

energy above the lowest of the compared OMol25 structures with the same formula, charge and spin: 3.880 eV
lowest unoccupied orbital energy (alpha / beta): -1.1 / -0.4 eV
charge: 0

Geometry (Å):
C: 1.493 -0.325 -0.053
H: 0.162 2.715 0.877
C: 3.158 1.496 -0.212
F: -4.365 -0.989 1.668
H: 0.810 -1.614 -1.524
I: -3.171 1.911 0.127
C: 2.835 0.139 -0.282
C: 2.120 2.389 0.260
F: -3.609 -2.818 0.803
C: -3.717 -1.470 0.633
H: 3.580 -0.588 -0.538
C: 0.830 1.923 0.624
H: 2.380 3.376 0.356
C: -2.022 0.095 -0.074
Cl: -4.621 -1.088 -0.852
O: -2.401 -0.918 0.658
C: 0.625 0.534 0.422
H: 2.045 -2.395 -0.644
H: 0.394 -2.136 0.039
H: 4.193 1.753 -0.381
C: 1.198 -1.694 -0.488
F: -1.919 -0.296 -1.418

Löwdin population analysis, charges in e, atoms 1 to 6: C -0.324; H 0.072; C -0.055; F 0.099; H 0.099; I 0.868



Entry 10:
Density functional theory data (wB97M-V/def2-TZVPD) for a 2-piece molecular cluster, C9H7F3O2S overall.

energy above the lowest of the compared OMol25 structures with the same formula, charge and spin: 1.177 eV
lowest unoccupied orbital energy: 0.0 eV
charge: 0

Geometry (Å):
C: -0.923 0.062 0.799
C: -2.572 -0.259 -0.936
H: -0.159 -0.463 1.444
O: 3.083 2.003 -1.085
C: -2.601 1.717 0.478
H: -3.243 -0.964 -1.508
C: -1.418 -0.739 -0.241
H: -4.031 1.247 -1.079
H: 1.343 -0.961 -1.243
C: -0.088 -2.914 -0.680
C: -3.050 0.972 -0.583
O: 2.093 -0.233 -1.458
C: 3.580 0.065 0.857
F: 4.704 -0.218 0.175
F: 3.945 0.783 1.902
H: 0.543 -3.655 -0.990
H: -1.136 1.695 2.033
C: -1.441 1.298 1.158
S: 2.283 1.016 -0.381
C: -0.751 -1.908 -0.530
F: 3.073 -1.119 1.237
H: -3.234 2.575 0.629

Löwdin population analysis, charges in e, atoms 1 to 6: C -0.059; C -0.021; H 0.139; O -0.433; C -0.063; H 0.139



Entry 11:
Density functional theory data (wB97M-V/def2-TZVPD) for C9H7F3O3Zn as an isolated structure.

lowest unoccupied orbital energy: -12.9 eV
charge: +2

Geometry (Å):
C: -1.962 2.279 0.469
H: 1.188 -3.683 -0.406
Zn: -1.442 3.261 -3.290
C: -0.924 0.445 -0.852
C: -1.315 1.804 -0.733
H: 1.902 -2.000 1.200
O: 1.762 -2.940 -0.624
C: -1.611 1.671 1.611
O: 0.214 0.432 2.438
C: -0.577 0.593 1.559
H: -2.682 3.082 0.423
C: 2.228 -0.692 -0.447
F: 3.488 -0.991 -0.615
H: -2.047 1.954 2.558
H: -0.913 -0.022 -1.827
C: -0.076 -1.614 0.312
C: -0.535 -0.208 0.273
F: 2.146 0.421 0.290
O: -1.048 2.653 -1.691
F: 1.704 -0.395 -1.655
H: -0.568 -2.183 -0.471
C: 1.478 -1.850 0.208
H: -0.408 -2.015 1.269

Löwdin population analysis, charges in e, atoms 1 to 6: C 0.047; H 0.125; Zn 1.494; C 0.064; C -0.253; H 0.174



Entry 12:
Density functional theory data (wB97M-V/def2-TZVPD) for C9H7F6O3PSV as an isolated structure.

energy above the lowest of the compared OMol25 structures with the same formula, charge and spin: 0.000 eV
spin multiplicity: 4
lowest unoccupied orbital energy (alpha / beta): -0.9 / -1.4 eV
charge: 0

Geometry (Å):
F: -0.067 3.207 -3.293
C: -2.747 -0.195 0.323
H: -2.072 0.083 1.127
H: -3.592 -0.748 0.743
C: 2.380 -0.379 1.271
F: -0.853 1.054 -2.898
C: 1.558 -1.031 0.356
F: -1.755 2.890 -1.802
O: 3.370 -1.379 -1.107
C: 0.751 -0.641 3.020
C: -0.081 -1.311 2.139
C: -2.110 -1.064 -0.697
C: 1.976 -0.163 2.577
S: -0.823 -2.295 -0.300
C: 0.304 -1.467 0.813
H: -3.111 0.692 -0.193
F: -0.478 1.428 -0.640
H: 2.631 0.364 3.258
O: 1.369 -1.365 -2.061
O: -2.489 -1.139 -1.877
H: 3.352 -0.056 0.925
F: 1.195 1.728 -2.107
C: 2.174 -1.275 -1.026
F: 0.317 3.581 -1.025
P: -0.240 2.428 -1.934
H: -1.028 -1.714 2.474
H: 0.445 -0.503 4.048
V: -0.380 -0.730 -2.112

Löwdin population analysis, charges in e, atoms 1 to 6: F -0.090; C -0.021; H 0.076; H 0.111; C 0.005; F -0.280



| no. | DFT total energy (eV) |
| --- | --- |
| 1 | -131594.097 |
| 2 | -61566.436 |
| 3 | -51900.751 |
| 4 | -16497.217 |
| 5 | -19479.476 |
| 6 | -28448.127 |
| 7 | -28446.462 |
| 8 | -69320.087 |
| 9 | -40264.727 |
| 10 | -32525.371 |
| 11 | -72137.198 |
| 12 | -77712.313 |